The following is a DFT calculation (the ωB97M-V functional and the def2-TZVPD basis) of a 5-piece molecular cluster, C27H38F15N2O13PS overall.

Structure (XYZ):
```
97
Properties=species:S:1:pos:R:3:forces:R:3:lowdin_charge:R:1
C -0.064 1.861 0.074 -0.1 0.0 -0.2 0.0279
C 0.513 0.558 -0.366 -0.2 0.4 0.7 -0.4182
O 1.545 0.141 0.096 0.2 -0.2 -0.7 0.0955
N -0.182 -0.220 -1.350 0.3 0.3 0.1 -0.0276
C 0.660 -1.162 -2.078 0.0 -0.3 0.2 -0.0308
N -1.376 -0.836 -0.839 0.3 -0.1 -0.9 0.0083
C -1.534 -1.040 0.646 -2.6 -1.7 0.4 -0.1888
C -0.757 -2.274 1.080 0.9 0.3 0.0 -0.0059
C -3.060 -1.443 0.738 -0.6 -0.1 0.1 -0.1346
C -3.825 -0.721 1.866 -0.1 0.3 0.0 -0.0897
O -4.806 0.212 1.408 0.2 -0.1 0.3 0.0371
C -4.700 1.435 1.959 -0.6 0.4 -0.5 -0.7233
F -5.698 2.183 1.508 0.3 -0.2 0.1 0.1941
F -3.539 2.041 1.679 0.1 -0.1 0.2 0.1644
F -4.801 1.389 3.310 0.2 0.0 0.0 0.1467
C -3.617 -1.430 -0.728 1.1 0.1 0.6 -0.3344
O -4.978 -1.302 -0.951 0.2 0.0 0.0 0.0246
C -2.684 -0.448 -1.481 -1.0 -0.6 -0.8 -0.3527
P -2.717 -1.092 -3.256 0.5 1.1 -0.5 0.4244
S -1.887 -0.044 -4.636 0.0 -0.3 0.0 0.2180
C -3.003 1.080 -1.487 -0.6 1.6 0.7 -0.7062
O -2.120 1.817 -1.933 0.5 -0.6 -0.2 -0.0238
O -4.109 1.385 -1.020 0.0 -0.6 -0.2 0.0239
H -1.000 1.700 0.610 -0.2 0.2 -0.2 0.0796
H 0.624 2.341 0.748 0.3 -0.2 0.0 0.0675
H -0.272 2.519 -0.766 -0.3 -0.2 -0.1 0.1001
H 1.578 -0.651 -2.348 0.0 0.0 0.1 0.1095
H 0.190 -1.452 -3.017 -0.2 0.1 0.1 0.0527
H 0.903 -2.038 -1.466 0.2 -0.1 -0.1 0.0924
H -1.272 -1.808 -1.161 0.1 0.0 0.1 0.1309
H -1.509 -0.169 1.288 1.0 0.4 -0.5 0.1400
H -1.131 -3.153 0.550 -0.1 0.0 -0.1 0.0976
H -0.897 -2.466 2.141 0.0 0.1 0.1 0.1043
H 0.315 -2.211 0.884 0.0 0.2 0.1 0.0826
H -3.147 -2.489 1.034 0.4 -0.1 0.1 0.1337
H -4.340 -1.461 2.478 -0.1 0.0 -0.1 0.1376
H -3.146 -0.200 2.544 0.2 -0.1 -0.1 0.1307
H -3.300 -2.428 -1.103 -0.1 -0.1 0.0 0.1309
H -5.436 -1.572 -0.151 -0.2 0.2 0.0 0.1117
H -2.130 -2.377 -3.076 -0.3 0.0 0.2 -0.0032
H -4.088 -1.339 -3.434 0.0 -0.2 0.3 0.0068
C 3.733 0.088 2.180 -0.1 0.1 0.2 -0.0625
C 4.917 -0.618 1.562 -0.5 0.3 -0.3 -0.1893
O 5.923 -0.922 2.553 0.4 -0.1 0.1 0.0326
C 5.688 -1.989 3.303 -0.4 0.4 -0.6 -0.4039
O 4.728 -2.696 3.218 0.1 -0.3 0.3 0.1626
C 6.851 -2.218 4.281 0.2 0.0 0.3 -0.5497
F 7.215 -1.082 4.882 0.0 0.0 0.0 0.1707
F 7.917 -2.699 3.625 0.0 0.0 -0.1 0.1622
F 6.514 -3.094 5.222 -0.1 0.0 -0.1 0.1744
H 4.060 0.980 2.716 0.0 0.0 -0.1 0.0888
H 3.016 0.373 1.404 0.4 0.0 0.3 0.0440
H 3.224 -0.554 2.900 0.0 0.0 -0.1 0.0815
H 5.394 0.031 0.831 0.3 0.0 0.2 0.1265
H 4.616 -1.527 1.040 0.1 -0.1 0.2 0.1230
C 1.878 6.830 4.856 0.1 -0.2 -0.2 -0.0587
C 0.655 6.122 5.398 0.1 0.5 0.3 -0.1903
O 0.183 5.113 4.481 -0.1 -0.1 -0.1 0.0387
C 0.834 3.963 4.497 0.0 0.3 0.2 -0.4033
O 1.765 3.673 5.186 0.1 -0.2 0.0 0.1750
C 0.184 2.991 3.498 -0.2 -0.2 -0.3 -0.5343
F -0.058 3.580 2.319 0.0 0.3 0.4 0.1511
F -0.985 2.536 3.971 0.0 0.1 0.1 0.1673
F 0.965 1.935 3.276 0.1 0.0 0.1 0.1647
H 1.671 7.244 3.869 -0.1 0.1 0.1 0.0849
H 2.172 7.638 5.524 0.0 0.0 0.0 0.0839
H 2.718 6.143 4.755 0.0 0.0 0.1 0.0777
H -0.169 6.822 5.510 -0.1 -0.1 -0.1 0.1259
H 0.845 5.677 6.374 0.1 -0.2 -0.1 0.1263
C -7.296 0.476 -2.915 0.1 0.0 -0.3 -0.0517
C -8.549 -0.347 -3.099 0.1 0.2 0.6 -0.1884
O -8.850 -0.548 -4.498 -0.1 -0.1 -0.1 0.0381
C -8.157 -1.492 -5.108 0.0 0.1 0.4 -0.4060
O -7.316 -2.192 -4.623 0.1 -0.1 -0.1 0.1607
C -8.618 -1.610 -6.571 0.0 0.0 -0.4 -0.5488
F -8.721 -0.411 -7.151 0.0 0.0 0.1 0.1688
F -9.821 -2.202 -6.630 0.0 0.0 0.1 0.1641
F -7.764 -2.341 -7.282 0.0 0.0 0.1 0.1721
H -7.378 1.424 -3.448 -0.1 0.0 0.1 0.0894
H -7.122 0.681 -1.859 0.0 0.0 0.0 0.0847
H -6.423 -0.042 -3.306 0.0 -0.1 0.1 0.0628
H -9.410 0.174 -2.686 -0.1 0.0 -0.2 0.1242
H -8.477 -1.311 -2.595 0.1 -0.1 -0.2 0.1229
C 8.369 -3.267 -0.675 0.2 0.3 0.0 -0.0551
C 7.412 -3.179 -1.844 0.1 -0.5 0.4 -0.1957
O 7.303 -1.826 -2.325 -0.2 0.1 -0.1 0.0296
C 8.281 -1.409 -3.117 -0.1 -0.3 0.2 -0.4019
O 9.232 -2.040 -3.467 0.1 0.1 -0.1 0.1764
C 7.996 0.032 -3.573 0.0 0.4 -0.1 -0.5497
F 7.619 0.803 -2.546 0.0 -0.1 0.0 0.1638
F 7.009 0.042 -4.480 0.0 -0.1 0.0 0.1672
F 9.073 0.577 -4.126 0.0 -0.1 0.0 0.1777
H 8.070 -2.573 0.113 -0.1 -0.1 0.0 0.0772
H 8.385 -4.277 -0.267 -0.1 0.0 0.0 0.0852
H 9.382 -3.001 -0.973 0.0 -0.1 -0.1 0.0797
H 6.413 -3.469 -1.525 -0.1 0.3 -0.1 0.1222
H 7.705 -3.850 -2.651 0.1 0.2 -0.1 0.1261
```
Positions in Å, forces in eV/Å.

For the max |F|, the calculation gives 0.0606 hartree/bohr. Its LUMO energy is -0.25 eV. The total energy comes out at -4376.76527 a.u. As for the structure (SMILES): CC(=O)N(C)[N@H+]1[C@H](C)[C@@H](COC(F)(F)F)[C@@H](O)[C@@]1([PH2]=S)C(=O)[O-].CCOC(=O)C(F)(F)F.CCOC(=O)C(F)(F)F.CCOC(=O)C(F)(F)F.CCOC(=O)C(F)(F)F.

The following is a DFT calculation (the ωB97M-V functional and the def2-TZVPD basis) of a 8-piece molecular cluster, C27H38IN2O21 overall.

Structure (XYZ):
```
89
Properties=species:S:1:pos:R:3:forces:R:3:lowdin_charge:R:1
I 3.072 2.147 1.232 -0.5 -0.8 0.0 0.7516
C 1.490 0.630 1.373 -1.3 -0.4 -0.2 -0.5680
C 0.870 0.356 -0.037 0.6 0.5 -0.4 -0.2946
C 1.911 -0.302 -1.061 0.3 1.2 -0.7 -0.1266
C 1.879 0.600 -2.351 -2.4 -2.2 0.8 -0.1991
C 0.668 0.641 -3.142 4.5 1.5 0.9 0.0329
N 1.050 1.573 -4.140 0.4 -0.1 0.6 0.0796
C 2.324 2.018 -3.974 0.3 0.0 0.6 -0.0477
N 2.881 1.435 -2.854 -3.7 -0.7 -1.4 0.1774
H 0.691 1.121 1.995 1.0 -0.6 -0.5 0.0388
H 1.860 -0.318 1.843 0.0 1.2 -0.3 0.0690
H -0.060 -0.272 -0.027 0.9 0.4 0.5 0.1188
H 0.553 1.357 -0.454 0.3 -1.1 0.4 0.0944
H 1.635 -1.347 -1.353 0.2 1.0 0.3 0.1266
H 2.957 -0.331 -0.661 -0.9 0.0 -0.1 0.0949
H -0.295 0.115 -2.978 0.9 0.7 -0.5 0.1583
H 0.424 1.874 -4.886 0.5 0.1 0.2 0.1796
H 2.874 2.759 -4.588 -0.8 -0.7 0.4 0.1707
H 3.796 1.543 -2.416 -0.3 0.2 -0.3 0.1812
C 7.761 -0.496 2.581 0.7 0.1 -0.1 -0.1207
C 7.042 -0.021 3.813 0.3 0.3 0.5 -0.1231
O 5.673 -0.078 3.421 -0.1 -0.3 -0.4 0.0418
C 5.579 -0.982 2.411 -0.1 -0.2 -0.1 -0.5713
O 4.550 -1.391 1.967 0.0 0.2 0.0 0.1240
O 6.805 -1.361 1.973 -0.5 0.1 0.2 0.0691
H 8.679 -1.033 2.814 -0.1 -0.1 -0.1 0.1380
H 7.991 0.318 1.890 0.0 0.0 0.0 0.1365
H 7.193 -0.684 4.668 0.0 0.0 -0.1 0.1367
H 7.324 0.992 4.098 -0.2 0.0 0.0 0.1355
C -1.727 3.614 2.355 0.5 0.4 0.0 -0.1183
C -3.100 3.932 2.871 -0.2 0.7 0.5 -0.1125
O -3.910 2.927 2.261 0.4 -0.4 -0.3 0.0697
C -3.099 1.881 1.964 -0.3 -0.3 0.0 -0.5509
O -3.481 0.814 1.597 0.2 0.2 -0.1 0.1525
O -1.788 2.204 2.139 -0.3 -0.1 -0.1 0.0381
H -0.943 3.864 3.069 0.0 -0.2 -0.1 0.1373
H -1.511 4.108 1.403 -0.1 0.0 0.0 0.1353
H -3.171 3.833 3.957 0.0 -0.1 -0.1 0.1418
H -3.433 4.928 2.584 -0.1 -0.2 0.0 0.1126
C 2.505 -0.824 -5.787 0.2 0.5 0.1 -0.1428
C 1.194 -1.480 -6.126 -0.6 0.1 0.0 -0.1309
O 1.593 -2.611 -6.889 0.4 0.2 0.2 0.0805
C 2.876 -2.904 -6.541 0.2 -0.7 -0.4 -0.5400
O 3.454 -3.887 -6.865 -0.1 0.3 0.2 0.1911
O 3.411 -1.916 -5.764 -0.2 -0.1 -0.1 0.0439
H 2.484 -0.321 -4.823 0.2 -0.3 0.0 0.0814
H 2.827 -0.113 -6.553 0.0 0.0 0.0 0.1419
H 0.656 -1.825 -5.237 0.1 0.0 0.0 0.1325
H 0.538 -0.830 -6.706 0.0 -0.2 -0.1 0.1357
C 5.535 -3.004 -3.358 -0.6 -0.3 0.0 -0.1312
C 6.701 -3.208 -4.282 0.0 -0.4 -0.6 -0.1161
O 7.618 -2.200 -3.858 -0.2 0.1 0.5 0.0666
C 7.317 -1.895 -2.567 0.4 0.2 0.2 -0.5600
O 7.991 -1.212 -1.863 -0.2 -0.1 -0.2 0.1594
O 6.144 -2.470 -2.186 0.4 0.2 -0.2 0.0569
H 5.012 -3.934 -3.135 0.1 0.1 0.2 0.1403
H 4.817 -2.277 -3.744 0.1 0.0 0.0 0.1078
H 7.168 -4.188 -4.158 0.0 0.1 0.0 0.1397
H 6.433 -3.075 -5.330 0.1 0.1 0.1 0.1341
C -6.845 4.708 -0.236 -0.7 -0.3 0.0 -0.1190
C -5.735 4.521 -1.231 0.0 -0.4 -0.5 -0.1268
O -4.793 5.519 -0.846 -0.1 0.1 0.4 0.0615
C -5.017 5.801 0.465 0.1 0.2 0.3 -0.5593
O -4.300 6.469 1.144 -0.1 -0.2 -0.2 0.1476
O -6.163 5.222 0.904 0.5 0.2 -0.2 0.0689
H -7.355 3.776 0.003 0.1 0.1 0.2 0.1384
H -7.585 5.443 -0.566 0.1 0.0 0.0 0.1375
H -5.263 3.538 -1.151 0.0 0.0 0.1 0.1318
H -6.065 4.673 -2.259 0.2 0.1 0.1 0.1345
C -2.814 -2.888 1.605 0.5 0.3 0.0 -0.1231
C -4.185 -2.569 2.121 -0.3 0.3 -0.1 -0.1367
O -5.000 -3.571 1.505 0.5 -0.4 -0.3 0.0694
C -4.190 -4.619 1.205 -0.3 -0.4 -0.1 -0.5590
O -4.574 -5.683 0.834 0.2 0.2 0.1 0.1583
O -2.877 -4.295 1.383 -0.4 0.0 -0.1 0.0576
H -2.031 -2.642 2.321 0.0 -0.2 0.0 0.1360
H -2.596 -2.390 0.655 0.0 0.0 0.0 0.1249
H -4.256 -2.673 3.195 0.1 -0.3 -0.2 0.0976
H -4.515 -1.572 1.838 -0.1 -0.1 0.0 0.1215
C -6.454 -2.304 6.369 -0.3 -0.4 0.5 -0.1175
C -7.161 -1.078 5.864 -0.6 0.2 0.1 -0.1214
O -6.112 -0.346 5.233 0.4 -0.3 -0.1 0.0728
C -5.145 -1.237 4.894 0.3 0.3 0.0 -0.5436
O -4.206 -0.982 4.203 -0.2 0.5 0.9 0.1305
O -5.384 -2.456 5.440 0.1 0.4 -0.3 0.0685
H -7.095 -3.185 6.373 0.2 0.0 -0.1 0.1383
H -6.036 -2.165 7.369 0.0 0.0 -0.1 0.1369
H -7.925 -1.312 5.119 0.1 0.0 0.0 0.1368
H -7.614 -0.496 6.665 0.1 0.1 -0.1 0.1363
```
Positions in Å, forces in eV/Å.

For the max |F|, the calculation gives 0.0940 hartree/bohr. Its LUMO energy is -3.44 eV. The total energy comes out at -3038.69058 a.u. Its net charge is +1.

The following is a DFT calculation (the ωB97M-V functional and the def2-TZVPD basis) of C27H39AsMoN7S4 as an isolated structure.

Structure (XYZ):
```
79
Properties=species:S:1:pos:R:3:forces:R:3:lowdin_charge:R:1
Mo 0.796 0.701 -0.771 -0.1 -0.1 -0.3 0.8275
S -0.253 2.689 -0.810 0.0 0.2 -0.1 0.2246
As 1.113 2.884 -2.671 -0.1 0.0 0.1 -0.2558
S 0.358 0.863 -3.180 0.0 0.1 0.2 0.2399
S 2.766 1.834 -1.600 -0.1 0.1 -0.1 0.1123
S 1.260 4.537 -3.825 0.0 -0.1 0.1 0.0905
C -4.031 -1.973 -2.493 0.0 0.0 0.0 -0.0510
C -2.880 -1.052 -2.910 0.0 -0.1 -0.1 -0.3867
C -3.310 -0.170 -4.089 0.0 0.0 0.0 -0.0536
C -1.622 -1.840 -3.253 0.0 0.1 0.2 -0.1601
C -1.622 -2.623 -4.400 0.0 0.0 -0.1 -0.0152
C -0.479 -3.271 -4.834 0.0 0.0 0.0 -0.0302
C 0.710 -3.115 -4.142 0.0 0.0 -0.1 -0.0115
C 0.763 -2.349 -2.990 0.1 0.1 0.2 -0.1798
C 2.063 -2.189 -2.235 0.1 -0.1 -0.1 -0.3998
C 2.316 -3.402 -1.339 0.0 0.0 0.0 -0.0471
C 3.250 -1.903 -3.151 0.0 0.0 0.0 -0.0524
C -0.419 -1.760 -2.530 -0.1 -0.1 -0.1 -0.2672
N -0.380 -1.030 -1.280 -0.1 -0.1 0.0 -0.0987
C -1.283 -1.376 -0.414 0.0 0.0 -0.1 -0.0763
C -1.263 -0.696 0.832 0.0 0.0 0.1 -0.0761
N -0.373 0.234 0.959 0.0 0.0 0.1 -0.0700
C -0.191 0.725 2.306 0.0 0.1 0.1 -0.1955
C -1.088 1.655 2.826 -0.2 0.0 -0.2 -0.1528
C -0.858 2.121 4.117 0.0 0.0 0.1 -0.0313
C 0.235 1.692 4.847 0.0 0.0 0.0 -0.0576
C 1.113 0.769 4.295 0.0 0.0 0.1 -0.0348
C 0.913 0.259 3.021 0.1 -0.2 -0.1 -0.1700
C 1.889 -0.815 2.548 -0.1 0.0 -0.1 -0.3355
C 1.445 -2.178 3.099 0.0 0.0 0.0 -0.0362
C 2.168 -0.989 1.046 0.1 -0.1 0.2 -0.1022
C -2.278 2.177 2.036 0.0 0.0 0.1 -0.3956
C -3.592 1.641 2.617 0.1 0.0 0.0 -0.0460
C -2.291 3.708 1.982 0.0 0.0 0.0 -0.0720
H -4.911 -1.383 -2.233 0.0 0.0 0.0 0.0874
H -3.779 -2.605 -1.637 0.0 0.0 0.0 0.0688
H -4.306 -2.638 -3.315 0.0 0.0 0.0 0.0863
H -2.662 -0.371 -2.086 0.0 0.0 0.0 0.1122
H -3.618 -0.773 -4.944 0.0 0.0 0.0 0.0807
H -2.499 0.486 -4.404 0.0 0.0 0.0 0.0655
H -4.160 0.449 -3.797 0.0 0.0 0.0 0.0876
H -2.533 -2.708 -4.980 0.0 0.0 0.0 0.1197
H -0.509 -3.880 -5.729 0.0 0.0 0.0 0.1169
H 1.608 -3.597 -4.507 0.0 0.0 0.0 0.1198
H 1.971 -1.293 -1.606 0.0 0.0 0.1 0.0464
H 2.405 -4.297 -1.957 0.0 0.0 0.0 0.0938
H 1.495 -3.571 -0.637 0.0 0.0 0.0 0.0798
H 3.244 -3.291 -0.776 0.0 0.0 0.0 0.0801
H 3.476 -2.756 -3.793 0.0 0.0 0.0 0.0818
H 4.139 -1.697 -2.553 0.0 0.0 0.0 0.0875
H 3.052 -1.036 -3.782 0.0 0.0 0.0 0.0807
H -1.969 -2.189 -0.616 0.0 0.0 0.0 0.1355
H -1.884 -0.998 1.668 0.0 0.0 0.0 0.1497
H -1.550 2.832 4.554 0.0 0.0 0.0 0.1193
H 0.401 2.063 5.851 0.0 0.0 0.0 0.1131
H 1.968 0.429 4.870 0.0 0.0 0.0 0.1262
H 2.842 -0.565 3.018 0.0 0.0 0.0 0.1335
H 0.478 -2.464 2.676 0.0 0.0 0.0 0.0830
H 1.341 -2.143 4.183 0.0 0.0 0.0 0.0886
H 2.170 -2.955 2.846 0.0 0.0 0.0 0.0902
H 1.372 -1.550 0.561 0.0 0.0 -0.1 0.0469
H 3.070 -1.588 0.918 0.0 0.0 0.0 0.1027
H 2.422 -0.038 0.526 0.0 -0.1 0.0 -0.0003
H -2.199 1.822 1.008 0.0 0.0 0.0 0.0773
H -3.728 1.978 3.646 0.0 0.0 0.0 0.0854
H -3.617 0.549 2.621 0.0 0.0 0.0 0.0722
H -4.440 1.999 2.030 0.0 0.0 0.0 0.0873
H -2.488 4.136 2.967 0.0 0.0 0.0 0.0790
H -3.080 4.051 1.312 0.0 0.0 0.0 0.0885
H -1.338 4.095 1.619 0.0 0.0 0.0 0.0499
N 2.062 4.736 3.432 -0.1 0.2 0.0 0.1569
N 2.336 3.631 2.659 0.0 -0.1 -0.1 -0.2610
N 3.524 3.072 2.609 -0.1 0.1 0.0 0.1583
C 3.321 2.137 1.694 -0.1 -0.1 -0.1 -0.2226
N 2.056 2.138 1.250 0.2 0.0 0.1 -0.1031
N 1.444 3.121 1.870 0.1 0.1 0.0 0.0933
H 2.835 4.855 4.076 0.0 0.0 0.0 0.1079
H 1.194 4.569 3.928 0.0 0.0 0.0 0.0958
H 4.099 1.477 1.349 0.0 0.0 0.0 0.1178
```
Positions in Å, forces in eV/Å.

For the max |F|, the calculation gives 0.0068 hartree/bohr. Its LUMO energy (alpha / beta) is -4.99 / -4.65 eV. The total energy comes out at -5332.02937 a.u. Its net charge is +1. Its relative energy (zero: lowest compared OMol25 entry of this formula, charge and spin) is 9.4 kJ/mol.

Which of these has the highest max |F|?
C27H38IN2O21

max |F| of number 3 (C27H39AsMoN7S4)?
0.0068 hartree/bohr

The highest max |F| belongs to which entry?
C27H38IN2O21

The lowest max |F| belongs to which entry?
C27H39AsMoN7S4